No. 1
This record from OMol25 describes a structure of composition C48H60O3S3 in a non-equilibrium geometry. The level of theory is ωB97M-V/def2-TZVPD.

The total energy is -3283.65406 Eh.

The geometry in XYZ format:
```
114
Properties=species:S:1:pos:R:3:mulliken_charge:R:1
C 0.535 -4.067 0.969 -0.015
S 2.270 -4.372 1.008 0.268
O 2.569 -5.687 1.805 -0.715
C 2.454 -4.524 -0.756 -0.525
H 0.362 -3.631 1.935 0.556
H 0.185 -5.047 0.894 1.115
H 0.357 -3.305 0.330 -1.396
H 2.153 -3.593 -1.179 0.392
H 1.706 -5.357 -1.122 0.087
H 3.262 -4.918 -1.456 0.374
C -3.834 -1.117 -1.494 -1.214
S -2.237 -1.104 -2.305 0.406
O -1.226 -1.546 -1.286 0.483
C -2.453 -2.589 -3.285 -0.601
H -4.541 -0.895 -2.403 0.368
H -3.812 -0.408 -0.852 0.343
H -4.291 -2.071 -1.122 0.292
H -3.254 -2.321 -4.071 0.539
H -2.625 -3.485 -2.675 0.358
H -1.477 -2.665 -3.939 -0.415
C -0.135 4.586 3.176 0.407
S -0.789 6.074 3.993 0.441
O -0.364 7.278 3.161 -0.665
C -2.435 5.789 3.555 -0.762
H -0.625 4.524 2.297 -0.881
H -0.387 3.900 4.000 0.195
H 1.001 4.534 3.147 0.336
H -2.902 5.946 4.522 0.391
H -2.657 4.845 2.977 0.200
H -2.743 6.700 2.939 0.288
C -0.454 -2.443 1.578 1.788
C -1.694 -3.482 1.669 -0.864
C -2.928 -3.040 2.142 -1.114
C -3.025 -1.657 2.522 -1.017
C -2.012 -0.730 2.381 -0.397
C -0.691 -1.134 1.797 -1.195
H 0.619 -2.722 1.231 -0.202
H -1.405 -4.480 1.419 0.321
H -3.918 -3.587 2.197 0.313
H -4.052 -1.368 2.926 0.278
H -2.233 0.335 2.493 1.233
H -0.121 -0.483 1.736 0.029
C -3.985 4.571 -1.541 -0.956
C -3.597 3.291 -0.838 -0.410
C -2.416 3.316 -0.069 1.227
C -1.703 4.559 0.132 -1.109
C -2.188 5.789 -0.368 -0.405
C -3.294 5.756 -1.263 -0.415
H -4.717 4.521 -2.082 0.784
H -4.051 2.335 -1.061 0.452
H -2.150 2.439 0.563 -0.328
H -1.086 4.410 0.904 0.972
H -1.639 6.746 0.110 0.296
H -3.726 6.667 -1.904 0.180
C 2.979 -1.612 -6.356 -0.786
C 2.280 -1.372 -5.114 -0.133
C 0.912 -1.690 -5.086 0.104
C 0.182 -2.167 -6.116 -0.026
C 0.742 -2.526 -7.333 -0.940
C 2.189 -2.177 -7.412 -0.496
H 3.995 -1.248 -6.520 0.411
H 2.873 -0.943 -4.505 0.852
H 0.261 -1.398 -4.210 -0.036
H -0.891 -2.439 -5.863 0.261
H 0.194 -2.865 -8.110 0.557
H 2.597 -2.368 -8.317 0.479
C -0.744 -0.223 4.105 0.489
C 0.734 0.203 4.212 -0.296
C 0.972 1.255 5.053 -0.412
C -0.040 1.915 5.808 -0.638
C -1.393 1.640 5.722 -0.272
C -1.745 0.370 4.895 -0.121
H -0.963 -1.168 3.493 0.068
H 1.559 -0.396 3.641 0.271
H 2.010 1.524 5.035 0.440
H 0.239 2.697 6.532 0.339
H -2.277 2.331 6.245 0.246
H -2.826 -0.201 4.872 0.178
C 1.420 -0.702 -0.304 -1.200
C 0.384 -0.912 -1.291 0.516
C -0.753 -0.094 -1.273 -0.050
C -0.848 0.881 -0.378 -1.346
C 0.186 1.289 0.392 -1.756
C 1.445 0.295 0.510 -0.542
H 2.063 -1.393 -0.113 1.089
H 0.276 -1.769 -1.843 -0.745
H -1.440 -0.216 -1.982 0.372
H -1.586 1.394 -0.778 1.036
H 0.018 2.147 0.793 1.421
H 2.330 0.446 1.162 0.535
C 0.399 -6.863 -2.802 -0.876
C -0.186 -5.914 -1.918 -0.353
C 0.123 -4.568 -2.036 1.160
C 1.173 -4.078 -2.709 -0.769
C 2.034 -5.008 -3.561 -0.903
C 1.574 -6.549 -3.464 -0.504
H 0.253 -7.873 -2.891 0.478
H -1.061 -6.074 -1.213 0.341
H -0.366 -3.850 -1.133 0.159
H 1.329 -2.985 -2.846 0.457
H 2.743 -4.479 -4.285 0.340
H 2.030 -7.225 -4.150 0.476
C 5.865 4.551 2.777 -0.316
C 5.141 5.855 2.588 -0.691
C 3.905 5.835 1.804 -0.404
C 3.321 4.705 1.230 -0.450
C 3.965 3.487 1.375 -0.778
C 5.252 3.386 2.264 -0.653
H 6.765 4.703 3.317 0.395
H 5.541 6.566 3.116 0.542
H 3.353 6.753 1.645 0.352
H 2.460 4.745 0.586 0.538
H 3.622 2.736 1.049 0.987
H 5.802 2.518 2.219 0.494
```

***

No. 2
This record from OMol25 describes a cluster of 13 separate species, C48H62N4O38S6 in total in a non-equilibrium geometry. The level of theory is ωB97M-V/def2-TZVPD.

As for the energy above the lowest of the compared OMol25 structures with the same formula, charge and spin: 13.9 kcal per mole. The total energy is -7333.03307 Eh.

The geometry in XYZ format:
```
158
Properties=species:S:1:pos:R:3:mulliken_charge:R:1
C 5.226 1.483 -0.085 -0.045
C 4.725 0.431 -1.064 0.446
O 4.480 1.050 -2.322 -0.138
S 4.996 2.612 -2.337 0.844
O 3.977 3.529 -2.694 -0.352
O 6.226 2.622 -3.073 -0.661
O 5.390 2.721 -0.780 -0.454
H 6.199 1.154 0.278 0.467
H 4.621 1.601 0.810 -0.114
H 3.805 -0.015 -0.684 -0.495
H 5.445 -0.385 -1.117 0.419
C -0.501 7.837 -1.902 -0.410
C -0.967 7.606 -3.356 -0.457
O -1.069 6.203 -3.420 -0.333
S 0.044 5.435 -2.522 0.870
O 1.166 4.994 -3.277 -0.605
O -0.653 4.538 -1.641 -0.306
O 0.455 6.804 -1.742 -0.212
H -1.274 7.737 -1.138 0.296
H -0.005 8.797 -1.775 0.339
H -0.205 7.962 -4.049 0.313
H -1.960 8.037 -3.447 0.350
C 1.926 5.304 0.729 1.431
C 3.178 5.384 -0.174 0.255
O 3.956 6.483 0.247 -0.432
S 3.117 7.541 1.142 1.117
O 2.662 8.637 0.337 -0.558
O 3.835 7.810 2.337 -0.568
O 1.874 6.563 1.427 -0.412
H 2.008 4.471 1.425 -0.706
H 0.982 5.258 0.193 -0.244
H 2.874 5.466 -1.218 0.115
H 3.850 4.536 -0.063 0.058
C 2.679 -4.975 -2.847 -0.346
C 1.862 -3.753 -2.419 0.500
O 1.256 -4.075 -1.184 0.117
S 1.180 -5.682 -0.976 1.299
O 0.136 -6.266 -1.768 -0.598
O 1.275 -6.056 0.402 -0.575
O 2.604 -5.903 -1.764 -0.561
H 3.727 -4.726 -3.009 0.277
H 2.330 -5.450 -3.763 0.374
H 1.167 -3.542 -3.233 -0.488
H 2.496 -2.874 -2.322 -0.048
C -2.419 -2.999 -4.181 0.086
C -3.089 -2.533 -5.523 -0.325
O -2.048 -2.679 -6.478 -0.449
S -0.660 -2.270 -5.745 1.270
O -0.685 -0.868 -5.463 -0.534
O 0.420 -2.741 -6.546 -0.600
O -1.049 -3.272 -4.526 -0.190
H -2.860 -3.924 -3.819 0.173
H -2.397 -2.278 -3.367 -0.095
H -3.392 -1.488 -5.465 0.268
H -3.875 -3.212 -5.836 0.327
C -4.061 -5.219 1.318 -0.530
C -2.627 -5.761 1.559 -0.067
O -1.928 -5.595 0.339 -0.261
S -2.719 -4.704 -0.763 0.996
O -3.290 -5.596 -1.735 -0.725
O -1.881 -3.614 -1.167 0.028
O -3.874 -4.235 0.333 -0.257
H -4.443 -4.838 2.262 0.380
H -4.728 -6.017 0.987 0.287
H -2.580 -6.789 1.904 0.363
H -2.238 -5.106 2.341 -0.085
C 1.195 -2.730 7.296 -0.462
C 0.931 -3.727 6.362 -0.698
C 0.411 -3.398 5.129 -0.308
C -0.024 -2.085 4.910 0.016
C 0.250 -1.103 5.845 -0.245
C 0.846 -1.416 7.054 -0.863
N -0.754 -1.740 3.713 0.989
O -0.846 -2.545 2.816 -0.385
O -1.184 -0.599 3.611 -0.566
H 1.667 -2.926 8.251 0.398
H 1.037 -4.785 6.565 0.449
H 0.246 -4.170 4.393 0.378
H 0.021 -0.070 5.626 0.766
H 1.141 -0.703 7.811 0.426
C -4.594 -0.709 0.479 0.098
C -5.914 -0.710 0.072 -0.907
C -6.954 -0.817 0.976 -0.480
C -6.624 -0.743 2.331 -0.607
C -5.311 -0.606 2.751 -0.031
C -4.259 -0.642 1.825 0.229
N -7.657 -0.712 3.357 1.159
O -7.360 -0.674 4.530 -0.634
O -8.802 -0.733 2.956 -0.627
H -3.837 -0.839 -0.284 0.185
H -6.125 -0.805 -0.986 0.478
H -7.941 -0.946 0.562 0.549
H -5.074 -0.432 3.792 0.517
H -3.244 -0.713 2.192 0.212
C 1.408 2.259 -5.417 -0.763
C 2.044 1.908 -6.590 -0.861
C 2.666 0.663 -6.675 -0.508
C 2.726 -0.240 -5.629 -0.731
C 2.043 0.202 -4.458 1.271
C 1.356 1.386 -4.331 0.127
N 3.460 -1.498 -5.649 1.079
O 3.336 -2.269 -4.710 -0.590
O 4.015 -1.801 -6.682 -0.660
H 0.828 3.173 -5.375 0.365
H 2.108 2.632 -7.389 0.467
H 3.207 0.455 -7.591 0.469
H 1.981 -0.426 -3.574 0.106
H 0.668 1.740 -3.577 0.279
C -2.756 3.568 0.785 -0.008
C -3.802 3.750 -0.119 -0.526
C -5.093 3.459 0.272 -0.556
C -5.369 3.069 1.576 -0.176
C -4.353 2.931 2.510 -0.393
C -3.044 3.147 2.076 -0.666
N -6.746 2.761 1.998 1.156
O -7.589 2.794 1.129 -0.627
O -6.919 2.438 3.141 -0.623
H -1.738 3.844 0.568 0.496
H -3.601 4.145 -1.106 0.599
H -5.922 3.575 -0.413 0.515
H -4.612 2.514 3.472 0.490
H -2.199 3.017 2.741 0.414
O 2.439 -1.927 0.987 -0.061
C 2.775 -3.056 1.252 -0.143
O 3.783 -3.630 0.606 -0.409
C 4.123 -4.914 1.148 -0.295
C 3.270 -5.055 2.416 -1.071
C 2.242 -3.920 2.351 0.927
H 5.186 -5.049 1.320 0.480
H 3.745 -5.650 0.442 0.109
H 3.821 -4.958 3.354 0.382
H 2.853 -6.059 2.482 0.302
H 2.271 -3.314 3.257 0.038
H 1.208 -4.229 2.219 -0.128
O 1.885 2.181 -0.380 -0.197
C 1.011 1.359 -0.410 -0.855
O 1.145 0.149 -0.954 -0.072
C -0.085 -0.608 -0.857 0.899
C -1.055 0.135 0.076 1.151
C -0.415 1.510 0.133 0.736
H 0.143 -1.596 -0.460 -0.501
H -0.399 -0.696 -1.898 0.038
H -1.119 -0.317 1.061 -1.059
H -2.007 0.104 -0.449 -0.248
H -0.235 1.840 1.159 0.067
H -0.852 2.316 -0.448 -0.069
O 4.804 0.079 2.933 -0.597
C 3.765 0.461 3.397 0.405
O 3.776 1.176 4.533 -0.454
C 2.476 1.695 4.825 -0.335
C 1.756 1.642 3.462 0.443
C 2.347 0.346 2.880 2.322
H 2.443 2.721 5.183 0.406
H 2.009 1.028 5.548 0.094
H 1.989 2.506 2.840 -0.612
H 0.668 1.600 3.538 0.185
H 2.376 0.427 1.795 -0.968
H 1.844 -0.577 3.152 -0.924
```